DFT (wB97M-V/def2-TZVPD) results for a single C20H29NO molecule.

Last column: Mulliken charge in e.
Positions of all 51 atoms, in Å:
C -0.8426 -2.7779 1.4455  -1.890
H -1.9220 -2.8991 1.4824  0.464
H -0.4698 -2.6279 2.4549  0.410
H -0.4000 -3.6882 1.0459  0.389
C -0.4694 -1.5765 0.5740  0.466
N 0.9480 -1.3400 0.7504  -0.017
H 1.4846 -2.1219 0.3970  0.477
C 1.5154 -0.0728 0.3350  -0.979
C 2.5383 0.4124 1.3795  0.132
C 3.7689 -0.4916 1.3865  -1.475
C 4.4336 -0.4608 0.0116  0.460
C 3.4447 -0.9613 -1.0386  -1.592
C 2.2041 -0.0685 -1.0433  0.771
C 2.6220 1.3630 -1.3817  -1.529
C 3.6138 1.8688 -0.3348  0.447
C 2.9585 1.8427 1.0453  -1.383
H 3.6622 2.2080 1.7969  0.514
H 2.0865 2.5015 1.0565  0.454
C 4.8498 0.9704 -0.3258  -1.390
H 5.3361 0.9961 -1.3041  0.480
H 5.5670 1.3334 0.4140  0.498
H 3.9098 2.8954 -0.5807  0.201
H 3.0826 1.3895 -2.3726  0.516
H 1.7436 2.0134 -1.4060  0.441
H 1.5050 -0.4313 -1.8051  0.223
H 3.1733 -1.9988 -0.8266  0.496
H 3.9087 -0.9424 -2.0283  0.522
H 5.3194 -1.1068 0.0166  0.174
H 3.4732 -1.5103 1.6416  0.467
H 4.4735 -0.1462 2.1469  0.503
H 2.0611 0.3821 2.3640  0.296
H 0.6938 0.6537 0.3183  0.340
C -0.9287 -1.8202 -0.8836  -1.132
H -1.7292 -2.5621 -0.8812  0.620
H -0.0958 -2.2404 -1.4540  0.396
C -1.4484 -0.5613 -1.5925  -0.605
C -2.6867 -0.0318 -0.9273  -0.090
C -3.8968 -0.7060 -1.0542  -0.516
C -5.0374 -0.2553 -0.4232  -0.754
C -4.9895 0.8944 0.3590  0.940
C -3.7896 1.5798 0.4897  -0.692
C -2.6534 1.1163 -0.1497  -0.159
H -1.7288 1.6662 -0.0419  0.332
H -3.7451 2.4778 1.0927  0.273
O -6.1345 1.3105 0.9691  -0.565
H -5.9599 2.1131 1.4749  0.273
H -5.9765 -0.7761 -0.5227  0.411
H -3.9469 -1.5973 -1.6629  0.411
H -0.6777 0.2100 -1.5994  0.159
H -1.6769 -0.8189 -2.6306  0.460
H -0.9919 -0.6968 0.9663  0.350

Computed properties:
Orbital gap, eV: 8.97
E_LUMO, eV: 0.8
Highest occupied orbital energy, Ha: -0.3015
Net charge: 0
2S+1: 1
Max |F|, eV/A: 0.43
Energy relative to the best compared isomer or geometry (same formula, charge and spin), kcal/mol: 0.00

=====

DFT (wB97M-V/def2-TZVPD) results for a single C20H29NO2 molecule in a non-equilibrium geometry.

Last column: Mulliken charge in e.
Positions of all 52 atoms, in Å:
C -0.5927 1.2408 -6.6758  -0.854
C -0.9225 0.3911 -5.3060  -0.172
C 0.2091 -0.7708 -4.9875  -0.669
C -0.5125 -1.9307 -4.0582  -0.710
C -0.4593 -1.3934 -2.5104  -0.453
C -1.9016 -0.8252 -1.9565  -0.640
C -2.4823 -1.9411 -0.9040  -0.621
C -2.6075 -1.3925 0.6548  -0.386
C -1.7211 -2.2908 1.6883  -0.787
C -0.1623 -1.8679 1.8792  -0.553
C 0.4341 -0.7524 0.8525  0.122
C 1.7539 -0.0091 1.5642  -0.689
C 1.3021 0.9587 2.8483  0.528
C -0.2463 1.1921 3.3410  -0.090
C -0.7284 2.1000 4.6284  -0.468
C 0.4424 2.8509 5.4977  -0.384
C 1.9966 2.6705 4.9990  -0.025
C 2.4730 1.7590 3.7097  0.023
C 4.0981 1.8295 3.5185  0.346
O 4.9045 1.2450 2.6029  -0.526
N 4.5163 2.7933 4.6342  -0.338
C 3.4196 3.2425 5.5792  0.273
O 3.4672 3.9403 6.7262  -0.517
H 0.3407 0.7992 -7.2268  0.271
H -1.5333 1.1485 -7.3756  0.220
H -0.4581 2.3765 -6.4247  0.237
H -1.0136 1.1145 -4.3616  0.152
H -1.9711 -0.1596 -5.4400  0.177
H 0.6096 -1.2395 -5.9827  0.374
H 1.1479 -0.3375 -4.3972  0.232
H -0.0220 -2.9935 -4.1493  0.302
H -1.6633 -2.0655 -4.3240  0.311
H 0.3259 -0.5113 -2.3375  0.273
H -0.0336 -2.2967 -1.8561  0.262
H -1.8372 0.2355 -1.4494  0.310
H -2.7081 -0.7081 -2.8289  0.343
H -1.8623 -2.9383 -0.8561  0.358
H -3.5759 -2.2271 -1.2746  0.269
H -2.4270 -0.2200 0.7461  0.201
H -3.7551 -1.5391 0.9503  0.393
H -2.2581 -2.2208 2.7493  0.255
H -1.8120 -3.4296 1.3530  0.348
H 0.4846 -2.8590 1.7198  0.266
H 0.0102 -1.5894 3.0271  0.273
H -0.2827 0.1250 0.5659  0.078
H 0.8901 -1.3342 -0.0743  0.103
H 2.3586 0.6288 0.7564  0.357
H 2.4818 -0.8230 1.9948  0.322
H -1.1239 0.6530 2.7372  -0.040
H -1.8838 2.1591 4.8811  0.308
H 0.1896 3.5263 6.4256  0.331
H 4.7018 3.6858 4.1266  0.304

Computed properties:
Orbital gap, eV: 7.56
E_LUMO, eV: -1.6
Highest occupied orbital energy, Ha: -0.3365
Net charge: 0
2S+1: 1
Max |F|, eV/A: 9.25
Energy relative to the best compared isomer or geometry (same formula, charge and spin), kcal/mol: 376.08

=====

DFT (wB97M-V/def2-TZVPD) results for a molecular structure, C20H30Br39O5S2 in a non-equilibrium geometry.

Last column: Mulliken charge in e.
Positions of all 96 atoms, in Å:
C 0.8164 -0.8694 -1.5496  -0.196
C 0.2302 0.6655 -1.2767  0.840
O -0.1704 1.2476 -2.5672  -0.443
C -1.6432 1.1185 -2.7632  0.148
S -2.4817 2.7064 -2.1811  0.475
O -2.5000 3.8267 -3.4662  -0.438
C -4.2536 2.1955 -1.6870  0.301
C -4.1138 1.3689 -0.2780  0.249
C -5.1356 0.0975 -0.1123  -0.603
C -4.7659 -1.2047 -1.0601  0.030
S -5.7286 -1.2853 -2.6708  1.301
O -7.0701 -0.4887 -2.5600  -0.624
O -6.1522 -2.7588 -3.0259  -0.599
O -4.7641 -0.6636 -3.9686  -0.466
H 0.0080 -1.6765 -1.2426  0.082
H 1.7716 -1.0573 -0.8834  -0.322
H 1.1049 -0.9842 -2.6985  0.237
H -0.6479 0.5793 -0.4936  -0.135
H 1.0974 1.2619 -0.7538  -0.098
H -1.8907 0.9330 -3.9027  0.385
H -2.0487 0.2166 -2.1255  -0.148
H -3.3374 3.6879 -4.0063  0.095
H -4.8083 1.6153 -2.5396  0.344
H -4.9126 3.1608 -1.4511  -0.320
H -2.9909 0.9831 -0.1813  -0.481
H -4.2951 2.1383 0.5970  0.355
H -6.2783 0.3649 -0.2244  0.312
H -5.0137 -0.2870 1.0115  0.287
H -5.1052 -2.1596 -0.4293  0.304
H -3.6017 -1.3470 -1.2269  -0.379
H -4.0081 -0.1266 -3.5878  0.248
C -5.4928 -3.7927 -6.4958  0.424
Br -5.8792 -2.5649 -7.9545  -0.023
Br -6.6653 -5.3447 -6.5264  -0.014
Br -3.6162 -4.3038 -6.4578  -0.031
H -5.6970 -3.2560 -5.5636  -0.362
C -7.6518 4.2077 -3.0430  -0.416
Br -8.5747 5.8648 -3.4750  0.004
Br -6.2252 3.8227 -4.3083  0.075
Br -7.0132 4.1927 -1.2055  -0.008
H -8.3856 3.4001 -3.1330  0.458
C 4.5010 -3.0927 -2.0819  -0.357
Br 3.8563 -1.3972 -2.7849  -0.048
Br 5.5305 -2.8544 -0.4485  0.067
Br 3.0570 -4.3749 -1.8469  -0.029
H 5.1816 -3.5112 -2.8306  0.400
C -0.6974 2.3419 2.6574  -0.610
Br -1.0838 3.5697 1.1987  -0.050
Br -1.8699 0.7900 2.6269  0.101
Br 1.1792 1.8308 2.6954  0.163
H -0.9016 2.8786 3.5896  0.465
C 3.8889 3.5354 5.9077  -0.256
Br 4.5113 1.6964 5.7834  -0.019
Br 4.2539 4.5346 4.2790  0.010
Br 2.0122 3.6319 6.4110  -0.051
H 4.4602 4.0127 6.7105  0.305
C 8.4451 5.8786 5.0462  -0.334
Br 8.2263 6.3611 3.1743  -0.014
Br 7.7653 7.2610 6.2341  -0.011
Br 7.6687 4.1391 5.4408  0.003
H 9.5211 5.7981 5.2319  0.360
C 9.3421 -4.1492 0.2104  -0.379
Br 8.4054 -3.7218 1.8609  -0.022
Br 8.6849 -5.7964 -0.5891  0.021
Br 9.3024 -2.6672 -1.0491  -0.009
H 10.3917 -4.3177 0.4728  0.373
C 2.6868 3.9524 10.9530  -0.320
Br 3.8469 5.1615 9.9648  -0.019
Br 1.0730 4.8438 11.5738  -0.009
Br 2.2801 2.3456 9.9346  -0.017
H 3.2396 3.6353 11.8434  0.361
C -2.8884 -4.4350 0.0497  -0.449
Br -2.5266 -3.9702 -1.8044  -0.010
Br -1.7107 -5.8471 0.6848  -0.029
Br -2.8387 -2.8744 1.2101  0.054
H -3.9092 -4.8290 0.0872  0.477
C 4.5010 1.0846 0.1200  -0.329
Br 3.8563 2.7801 -0.5830  -0.045
Br 5.5305 1.3229 1.7534  0.019
Br 3.0570 -0.1976 0.3550  -0.022
H 5.1816 0.6661 -0.6287  0.382
C -4.2424 2.8574 -8.2191  -0.336
Br -3.5965 3.9766 -9.6733  0.011
Br -3.3999 3.3131 -6.5259  0.049
Br -6.1834 2.8842 -8.0922  -0.010
H -3.9515 1.8283 -8.4542  0.385
C -2.7673 -1.5147 6.0621  -0.390
Br -1.6990 0.0734 6.4104  -0.009
Br -4.6473 -1.0818 5.8120  -0.020
Br -2.0594 -2.5518 4.5763  -0.027
H -2.7006 -2.1468 6.9537  0.389
C 9.2162 -9.7063 -0.1598  0.318
Br 9.8828 -10.2164 1.5952  -0.006
Br 10.4593 -10.1918 -1.5753  0.000
Br 7.4330 -10.4103 -0.4895  -0.006
H 9.1351 -8.6144 -0.1661  -0.318

Computed properties:
Orbital gap, eV: 7.70
E_LUMO, eV: -3.6
Highest occupied orbital energy, Ha: -0.4153
Net charge: +1
2S+1: 1
Max |F|, eV/A: 7.72

=====

DFT (wB97M-V/def2-TZVPD) results for 9 unconnected molecules or ions with the total composition C20H30Cl16N5O3P in a non-equilibrium geometry.

Last column: Mulliken charge in e.
Positions of all 75 atoms, in Å:
N 1.1677 -1.2501 0.5266  -0.368
C 1.0695 -1.2669 -0.7377  -0.662
C 1.2573 -0.0311 -1.6272  -0.383
C 0.0887 0.9478 -1.5965  0.946
C -1.1246 0.6130 -1.0718  -0.546
C -2.2294 1.5009 -1.0042  -0.205
N -3.3803 1.0454 -0.4131  -0.618
C -4.3334 1.9371 -0.4334  -0.326
C -4.2084 3.2522 -1.0137  1.005
C -5.4386 4.1597 -0.9889  -1.132
C -6.5610 3.4430 -1.8665  -0.558
N -5.8483 2.8031 -2.9908  -0.417
N -3.1078 3.7122 -1.5513  -0.429
C -2.0939 2.7899 -1.5335  0.108
C -0.8213 3.1529 -2.0867  0.531
P -0.6135 4.8614 -2.7566  0.402
O 0.7365 5.4407 -2.5153  -0.666
C 0.2358 2.2783 -2.1098  -0.059
O 1.4281 2.7581 -2.6301  -0.263
N 2.0041 1.9224 -3.6279  0.127
O 1.2493 1.6305 -4.4651  -0.226
H 1.4121 -0.2973 0.8277  0.185
H 0.8256 -2.2323 -1.2105  0.424
H 2.2209 0.4452 -1.3792  0.366
H 1.3483 -0.3981 -2.6671  0.329
H -1.2492 -0.3894 -0.6559  0.416
H -5.2909 1.6582 0.0140  0.117
H -5.7891 4.3126 0.0401  0.439
H -5.2321 5.1309 -1.4561  0.307
H -7.0413 2.6708 -1.2008  0.261
H -7.2924 4.1628 -2.2582  0.378
H -5.8345 3.3914 -3.8125  0.201
H -6.2025 1.8775 -3.1882  0.180
H -1.6673 5.6136 -2.1897  0.114
H -0.8652 4.8394 -4.1508  0.079
C -8.6518 2.6864 2.1143  -0.402
Cl -8.8593 4.3178 2.7542  -0.152
Cl -7.7127 2.7003 0.6062  -0.087
H -8.1277 2.0845 2.8492  0.276
H -9.6285 2.2604 1.9127  0.288
C 2.6828 6.6234 -4.9618  0.099
Cl 2.1695 5.9163 -6.5039  -0.179
Cl 3.0960 8.3344 -5.1446  -0.175
H 1.8738 6.5298 -4.2434  0.017
H 3.5559 6.0883 -4.6056  0.250
C 0.1610 2.0463 3.0019  -0.293
Cl -0.1333 3.7083 3.5167  -0.154
Cl 1.1042 1.9898 1.5046  -0.111
H 0.7108 1.5291 3.7807  0.333
H -0.7924 1.5575 2.8309  0.240
C 1.7585 -4.3365 2.7391  0.231
Cl 0.3808 -5.4291 2.5321  -0.184
Cl 3.2866 -5.2277 2.7468  -0.165
H 1.7697 -3.6240 1.9192  -0.045
H 1.6517 -3.8120 3.6823  0.166
C 6.8165 -4.7076 1.2601  -0.062
Cl 5.9368 -3.6676 0.1378  -0.137
Cl 8.2867 -3.9237 1.8564  -0.169
H 6.1742 -4.9331 2.1044  0.108
H 7.0917 -5.6228 0.7470  0.265
C 11.5894 -5.2049 1.0837  0.091
Cl 11.8655 -4.5257 -0.5244  -0.150
Cl 12.2812 -6.8260 1.2311  -0.161
H 12.0530 -4.5584 1.8210  0.268
H 10.5207 -5.2634 1.2578  -0.054
C 1.5128 -8.8721 1.8235  0.068
Cl 0.7807 -10.1664 0.8657  -0.165
Cl 1.9613 -9.4376 3.4367  -0.152
H 2.4035 -8.5194 1.3147  0.246
H 0.7983 -8.0627 1.9227  0.000
C -1.8886 -3.6917 5.1575  -0.021
Cl -0.6359 -2.4425 5.2087  -0.156
Cl -2.4679 -4.0955 6.7764  -0.161
H -2.7219 -3.3250 4.5682  0.280
H -1.4727 -4.5830 4.7004  0.056

Computed properties:
Orbital gap, eV: 8.75
E_LUMO, eV: -0.7
Highest occupied orbital energy, Ha: -0.3485
Net charge: 0
2S+1: 1
Max |F|, eV/A: 2.26